ORCA calculation (ωB97M-V/def2-TZVPD) on one molecule with the formula C3H5NO in a non-equilibrium geometry.

Properties
**LUMO level**: 0.87 eV
**Kohn-Sham gap**: 10.26 eV
**SMILES string**: C1=NCCO1
**HOMO**: -9.39 eV
**Relative energy (zero: lowest compared OMol25 entry of this formula, charge and spin)**: 319.9 kJ/mol

Geometry (Å):
C1 -0.69 -0.62 -0.34
C2 -0.58 0.82 0.12
N1 0.86 0.94 0.43
C3 1.40 -0.02 -0.18
O1 0.59 -0.90 -0.86
H1 -0.78 -1.27 0.82
H2 -1.40 -1.43 -0.16
H3 -0.82 1.60 -0.61
H4 -1.19 0.97 1.00
H5 2.47 -0.24 -0.23


ORCA calculation (ωB97M-V/def2-TZVPD) on C34H52BIrN3P2S as an isolated structure in a non-equilibrium geometry.

Properties
**LUMO level**: -3.79 eV
**Kohn-Sham gap**: 6.14 eV
**HOMO**: -9.92 eV
**Net charge**: +1
**Relative energy (zero: lowest compared OMol25 entry of this formula, charge and spin)**: 0.0 kJ/mol

Geometry (Å):
Ir1 -0.36 0.40 0.85
C1 0.16 1.71 4.55
C2 1.20 0.75 3.94
C3 2.11 1.54 2.99
C4 2.05 0.12 5.05
P1 0.34 -0.48 2.84
C5 1.67 -1.72 2.50
N1 2.05 -1.49 1.15
B1 1.39 -0.57 0.25
N2 2.12 -0.68 -0.99
C6 1.90 -0.01 -2.26
P2 0.14 0.04 -2.80
C7 0.20 1.55 -3.92
C8 -1.16 1.68 -4.61
C9 0.38 2.75 -2.96
C10 1.32 1.58 -4.97
C11 -0.08 -1.55 -3.75
C12 0.66 -1.63 -5.09
C13 -1.58 -1.75 -3.97
C14 0.42 -2.66 -2.82
C15 3.13 -1.64 -0.82
C16 4.11 -2.08 -1.69
C17 4.99 -3.06 -1.25
C18 4.91 -3.59 0.04
C19 3.95 -3.13 0.93
C20 3.08 -2.15 0.49
C21 -1.00 -1.48 3.65
C22 -0.58 -2.02 5.02
C23 -1.32 -2.67 2.69
C24 -2.26 -0.60 3.79
H1 0.69 2.56 4.99
H2 -0.41 1.23 5.35
H3 -0.53 2.09 3.80
H4 2.68 2.27 3.57
H5 1.54 2.08 2.24
H6 2.83 0.89 2.48
H7 2.32 0.91 5.75
H8 2.98 -0.29 4.66
H9 1.54 -0.65 5.61
H10 1.28 -2.73 2.67
H11 2.52 -1.59 3.17
H12 2.54 -0.47 -3.01
H13 2.20 1.03 -2.17
H14 -1.98 1.68 -3.88
H15 -1.33 0.87 -5.32
H16 -1.20 2.62 -5.17
H17 -0.19 2.61 -2.03
H18 0.03 3.66 -3.45
H19 1.43 2.90 -2.70
H20 1.10 0.94 -5.82
H21 2.29 1.29 -4.55
H22 1.43 2.60 -5.35
H23 0.19 -1.00 -5.84
H24 0.63 -2.66 -5.45
H25 1.71 -1.34 -5.00
H26 -2.02 -0.99 -4.62
H27 -2.12 -1.74 -3.02
H28 -1.75 -2.72 -4.45
H29 1.51 -2.67 -2.73
H30 0.11 -3.63 -3.23
H31 -0.01 -2.57 -1.82
H32 4.20 -1.69 -2.69
H33 5.76 -3.43 -1.92
H34 5.61 -4.35 0.35
H35 3.89 -3.53 1.93
H36 0.35 -2.58 4.98
H37 -1.36 -2.70 5.37
H38 -0.49 -1.23 5.76
H39 -0.68 -2.72 1.81
H40 -2.34 -2.59 2.33
H41 -1.22 -3.61 3.23
H42 -2.12 0.22 4.49
H43 -3.08 -1.22 4.16
H44 -2.56 -0.19 2.83
C25 -0.09 3.63 0.72
C26 -1.52 3.23 0.52
C27 -2.53 4.21 0.44
C28 -3.83 3.84 0.25
C29 -4.16 2.47 0.09
C30 -5.47 2.00 -0.14
C31 -5.68 0.67 -0.33
C32 -4.61 -0.25 -0.28
C33 -3.33 0.18 -0.02
S1 -1.99 -0.95 0.11
C34 -3.10 1.55 0.16
N3 -1.81 1.95 0.39
H45 0.17 4.45 0.05
H46 0.58 2.80 0.52
H47 0.07 3.97 1.75
H48 -2.26 5.26 0.53
H49 -4.62 4.58 0.20
H50 -6.29 2.71 -0.15
H51 -6.68 0.30 -0.52
H52 -4.79 -1.31 -0.44


ORCA calculation (ωB97M-V/def2-TZVPD) on C13H37Ag2N2O5 as an isolated structure in a non-equilibrium geometry.

Properties
**LUMO level (spin up / spin down)**: -11.19 / -13.32 eV
**Kohn-Sham gap (spin up / spin down)**: 5.46 / 3.32 eV
**HOMO (spin up / spin down)**: -16.65 / -16.65 eV
**2S+1**: 3
**Net charge**: +3
**Relative energy (zero: lowest compared OMol25 entry of this formula, charge and spin)**: 113.5 kJ/mol

Geometry (Å):
Ag1 10.35 16.51 -2.01
Ag2 7.82 14.38 -3.73
C1 9.77 17.02 -5.28
O1 9.39 16.37 -4.14
H1 9.41 16.44 -6.15
H2 9.36 18.03 -5.38
H3 10.87 17.08 -5.40
C2 5.21 15.61 -7.11
C3 6.16 15.60 -5.94
C4 5.50 16.22 -4.69
O2 6.32 16.14 -3.52
C5 6.17 17.16 -2.57
N1 6.86 14.29 -5.78
H4 5.37 14.79 -7.82
H5 5.29 16.50 -7.74
H6 4.16 15.60 -6.83
H7 7.01 16.29 -6.08
H8 4.59 15.64 -4.47
H9 5.24 17.24 -4.95
H10 7.10 17.29 -2.00
H11 5.36 16.96 -1.86
H12 6.10 18.15 -3.05
H13 6.12 13.58 -5.66
H14 7.12 13.97 -6.71
C6 8.63 21.10 -4.71
C7 9.88 21.95 -4.50
C8 10.02 22.63 -3.11
O3 8.92 23.44 -2.74
C9 8.58 24.52 -3.60
N2 11.10 21.21 -4.78
H15 7.72 21.58 -4.30
H16 8.65 20.20 -4.08
H17 8.34 20.87 -5.72
H18 9.92 22.74 -5.26
H19 10.88 23.32 -3.12
H20 10.14 21.82 -2.40
H21 9.47 25.15 -3.75
H22 7.83 25.09 -3.06
H23 8.26 24.16 -4.58
H24 11.29 20.49 -4.10
H25 11.08 20.78 -5.70
C10 7.75 17.50 -9.06
C11 6.71 18.61 -9.03
O4 7.09 19.69 -9.89
H26 7.40 16.56 -9.49
H27 8.28 17.30 -8.12
H28 8.56 17.81 -9.72
H29 6.62 18.98 -8.00
H30 5.75 18.23 -9.38
H31 7.29 20.44 -9.34
C12 14.29 17.45 -5.94
C13 14.04 18.44 -4.82
O5 13.74 17.77 -3.58
H32 13.42 16.80 -6.08
H33 15.22 16.94 -5.71
H34 14.41 17.96 -6.89
H35 13.19 19.11 -5.02
H36 14.93 19.06 -4.68
H37 13.10 18.30 -3.12


ORCA calculation (ωB97M-V/def2-TZVPD) on one molecule with the formula C2H6N2OS in a non-equilibrium geometry.

Properties
**LUMO level**: 0.78 eV
**Kohn-Sham gap**: 9.20 eV
**SMILES string**: CN(O)/C=N\S
**HOMO**: -8.42 eV
**Relative energy (zero: lowest compared OMol25 entry of this formula, charge and spin)**: 391.8 kJ/mol

Geometry (Å):
C1 -1.33 1.22 0.34
C2 -0.08 -0.89 0.43
H1 -1.92 1.78 -0.51
H2 -1.95 0.63 1.07
H3 -0.68 2.03 0.95
H4 0.90 0.68 -1.60
H5 -0.91 -1.03 1.19
H6 2.76 -2.64 -0.57
N1 -0.47 0.29 -0.27
N2 0.92 -1.74 0.42
O1 0.62 1.14 -0.71
S1 2.14 -1.47 -0.74